No. 1
A 2-piece molecular cluster, C4H9NO2 overall in a non-equilibrium geometry, computed with ωB97M-V/def2-TZVPD.

LUMO level, eV: -2.9
Energy above the lowest of the compared OMol25 structures with the same formula, charge and spin, eV: 6.477
Molecular weight, u: 103.12
HOMO-LUMO gap, eV: 7.1
E_HOMO, eV: -10.0

The geometry in ORCA input format:
```
! RIJCOSX wB97M-V def2-TZVPD def2/J DEFGRID3
* xyz 0 1
O -0.54359 -0.98420 -1.63016
C 0.64051 -0.83726 -1.49991
N 1.31436 0.34333 -1.12227
C 0.53705 1.26410 -0.58598
C 0.64292 1.22356 1.14843
C 0.93836 -0.22734 1.56514
O -0.37441 1.66196 1.71970
H 1.35911 -1.64606 -1.69095
H -4.57416 -2.19628 -1.56641
H 0.89813 2.24111 -0.89499
H -0.50519 1.11612 -0.88031
H 1.54985 1.84593 1.31144
H 1.74008 -0.63650 0.95146
H 1.22167 -0.24557 2.61487
H 0.02482 -0.82002 1.45345
H -4.86951 -2.10288 -0.89349
*
```

---

No. 2
A 3-piece molecular cluster, C4H9NO2 overall, computed with ωB97M-V/def2-TZVPD.

SMILES string: C=CC(N)=O.[H][H].C=O
LUMO level, eV: 0.2
Energy above the lowest of the compared OMol25 structures with the same formula, charge and spin, eV: 2.974
Molecular weight, u: 103.12
HOMO-LUMO gap, eV: 10.0
E_HOMO, eV: -9.8

The geometry in ORCA input format:
```
! RIJCOSX wB97M-V def2-TZVPD def2/J DEFGRID3
* xyz 0 1
C 1.50294 -0.20686 1.11127
C 1.20914 0.96013 0.53351
C -0.11993 1.69386 0.68934
N -1.23514 0.91390 0.88042
O -0.16706 2.91102 0.67932
H 2.46638 -0.71446 1.00446
H 0.73955 -0.73387 1.67312
H 1.95684 1.46219 -0.08533
H -2.12320 1.40686 0.90664
H -1.26899 -0.00861 0.46698
H -2.11476 0.68196 -2.03701
H -1.90983 -0.01688 -1.86925
C 0.28120 -2.09281 -0.99253
O -0.87117 -1.89058 -0.69231
H 0.80139 -1.38656 -1.65727
H 0.85265 -2.97929 -0.61138
*
```

---

No. 3
A 3-piece molecular cluster, C4H9NO2 overall in a non-equilibrium geometry, computed with ωB97M-V/def2-TZVPD.

LUMO level, eV: -4.3
Energy above the lowest of the compared OMol25 structures with the same formula, charge and spin, eV: 9.186
Molecular weight, u: 103.12
HOMO-LUMO gap, eV: 5.1
E_HOMO, eV: -9.5

The geometry in ORCA input format:
```
! RIJCOSX wB97M-V def2-TZVPD def2/J DEFGRID3
* xyz 0 1
C -2.01544 0.33309 0.02654
N -1.37388 1.22213 -0.81222
C -0.58077 0.68267 -1.75881
C 0.50694 -0.67015 2.47109
C 1.04634 -0.52218 1.26991
O 1.93374 -0.08299 -1.25731
O -2.23869 0.51102 1.18673
H -2.28416 -0.61969 -0.46126
H -0.40669 -0.39277 -1.65409
H 0.41200 1.24869 -1.68498
H -0.92462 0.83893 -2.79274
H -0.47046 -0.23597 2.64229
H 1.11980 -1.01686 3.29468
H 2.11304 -0.58513 1.05435
H 0.51296 -0.39689 0.34273
H 2.64988 -0.31391 -1.86690
*
```

---

No. 4
One molecule with the formula C4H9NO2, computed with ωB97M-V/def2-TZVPD.

SMILES string: CNCC(=O)OC
LUMO level, eV: 0.9
Energy above the lowest of the compared OMol25 structures with the same formula, charge and spin, eV: 1.162
Molecular weight, u: 103.12
HOMO-LUMO gap, eV: 10.0
E_HOMO, eV: -9.1

The geometry in ORCA input format:
```
! RIJCOSX wB97M-V def2-TZVPD def2/J DEFGRID3
* xyz 0 1
C -0.27713 -1.73352 -1.80029
N 0.45915 -1.86456 -0.55072
C -0.13511 -1.13472 0.54316
C 0.18090 0.35441 0.53963
O 1.00640 0.87949 -0.17112
O -0.52991 1.01010 1.46891
C -0.20886 2.39529 1.61281
H -1.24257 -2.24491 -1.70543
H 0.28504 -2.23455 -2.59389
H -0.46458 -0.69257 -2.11173
H 1.40128 -1.50977 -0.68818
H 0.22220 -1.52908 1.50412
H -1.22259 -1.26884 0.54449
H -0.91639 2.78940 2.34261
H -0.30859 2.91422 0.65663
H 0.81698 2.51013 1.97423
*
```

---

No. 5
One molecule with the formula C4H9NO2 in a non-equilibrium geometry, computed with ωB97M-V/def2-TZVPD.

SMILES string: N[C@H](C=O)CCO
LUMO level, eV: 0.6
Energy above the lowest of the compared OMol25 structures with the same formula, charge and spin, eV: 4.964
Molecular weight, u: 103.12
HOMO-LUMO gap, eV: 9.9
E_HOMO, eV: -9.3

The geometry in ORCA input format:
```
! RIJCOSX wB97M-V def2-TZVPD def2/J DEFGRID3
* xyz 0 1
N -1.43504 -1.28552 0.44386
C -0.85063 -0.40980 -0.44717
C 0.40651 -1.09751 -1.24746
O 0.86397 -2.25202 -1.08555
C 0.72822 0.44489 0.11395
C 0.25412 1.50201 1.22031
O 0.08013 2.78669 0.74163
H -1.37209 -2.21828 0.05868
H -0.85480 -1.37997 1.32505
H -1.68099 0.13712 -1.03849
H 0.82134 -0.31281 -1.98773
H 1.27654 0.92710 -0.71775
H 1.17605 -0.39851 0.66981
H 0.91155 1.48659 2.13431
H -0.83809 1.26431 1.51886
H -0.17633 2.57824 -0.15607
*
```

---

No. 6
One molecule with the formula C4H9NO2 in a non-equilibrium geometry, computed with ωB97M-V/def2-TZVPD.

SMILES string: CO[C@@]1(C)O[C@H]1N
LUMO level, eV: 0.9
Energy above the lowest of the compared OMol25 structures with the same formula, charge and spin, eV: 2.826
Molecular weight, u: 103.12
HOMO-LUMO gap, eV: 10.2
E_HOMO, eV: -9.3

The geometry in ORCA input format:
```
! RIJCOSX wB97M-V def2-TZVPD def2/J DEFGRID3
* xyz 0 1
C 1.41235 -1.38778 0.80617
O 0.86552 -0.58750 -0.23664
C -0.29011 0.07731 0.04505
C -1.50823 -0.75860 0.33226
O 0.02200 1.38469 0.81935
C -0.45060 1.45173 -0.48500
N 0.36502 1.84077 -1.57446
H 2.44042 -1.59775 0.52117
H 1.37758 -0.86105 1.76283
H 0.86672 -2.33167 0.88856
H -2.28752 -0.16096 0.80072
H -1.30400 -1.58442 1.01150
H -1.88151 -1.17756 -0.59883
H -1.48900 1.79202 -0.58359
H 0.94528 1.23370 -2.14223
H 0.91607 2.66708 -1.36686
*
```